Record 1
# C5H10O3

A single C5H10O3 molecule (ωB97M-V with the def2-TZVPD basis set, OMol25).

XYZ file:
```
18
Properties=species:S:1:pos:R:3:forces:R:3
O 2.849090 1.112730 -0.925691 0.2701 0.1349 0.0087
O -2.332493 -0.114252 1.089386 -0.5565 0.2856 -0.1284
O -1.818768 -1.756240 -0.333185 0.1501 -0.0218 -0.1531
C 0.497615 1.026077 -0.722165 -0.1810 0.5406 -0.2313
C 1.705423 0.408453 -1.374532 -0.0193 -0.8856 0.9677
C 0.403701 0.695712 0.759572 -0.8430 0.3886 0.3889
C -1.465501 -0.955042 0.488535 -0.0817 -0.1308 0.1567
C -0.083528 -0.730014 1.034659 0.0233 0.2723 0.2547
H -3.210592 -0.221177 0.675287 0.4284 -0.1361 0.1553
H 0.584690 2.110556 -0.848944 0.1214 -0.0254 0.1174
H 1.364606 0.883906 1.206661 0.5398 -0.2187 0.1853
H -0.262935 1.398593 1.264365 -0.1093 -0.0267 -0.1376
H 1.600264 0.398985 -2.428568 0.0799 0.4132 -1.3060
H 3.634163 0.561739 -0.995520 -0.1129 0.0012 -0.0841
H 0.613706 -1.407434 0.605209 0.2980 -0.8319 -0.6470
H 1.774063 -0.658178 -1.112839 0.0419 0.1058 0.1750
H -0.402668 0.783548 -1.297169 -0.0227 -0.3309 0.2375
H -0.111719 -1.009159 2.093258 -0.0266 0.4657 0.0402
```
Forces are in eV/Å.

* orbital gap: 11.140 eV
* max |F|: 1.4 eV Å⁻¹
* DFT total energy: -422.24625 Ha
* spin multiplicity: 1
* SMILES: O=C(O)CCCCO
* total charge: 0
* energy above the lowest of the compared OMol25 structures with the same formula, charge and spin: 0.281 eV

***

Record 2
# C5H10O3Pt

A molecular structure, C5H10O3Pt (ωB97M-V with the def2-TZVPD basis set, OMol25).

XYZ file:
```
19
Properties=species:S:1:pos:R:3:forces:R:3
Pt -0.227205 0.969954 -0.037472 6.3549 7.4748 -3.5775
O 0.627273 -0.249591 1.069605 3.4525 -4.8314 3.7224
O 0.967205 0.681535 -1.410415 3.9540 -0.4860 -2.0188
O -1.869889 0.832323 0.079836 -14.8137 -1.3392 2.4516
C -2.772651 0.914597 -0.887849 -1.0452 -0.8345 -1.6516
C -2.557445 0.578183 -2.187995 -0.3493 -0.2729 0.8015
C 1.920401 -0.468662 0.490567 1.1763 -0.5310 0.1120
C 0.561440 -0.390840 2.478585 0.1231 -0.0544 0.7309
C 1.737394 -0.410315 -1.022372 0.5985 -1.1066 -0.3945
H 2.606220 0.315944 0.851165 -0.2308 -0.0759 -0.0832
H -3.274030 0.889563 -2.949135 -0.0780 -0.5710 0.3929
H 0.776463 -1.431085 2.759690 -0.0474 0.1988 -0.1231
H 2.746987 -0.397989 -1.475082 -0.3037 0.0702 0.0755
H -1.810838 -0.181313 -2.438280 0.4507 1.0322 -0.1935
H 2.303369 -1.447807 0.816675 -0.0989 0.1893 -0.1122
H -3.821132 1.008985 -0.554372 0.6275 1.0480 0.0993
H -0.455992 -0.129402 2.790021 0.2866 -0.0257 -0.1554
H 1.293851 0.271452 2.963765 -0.2294 -0.0809 -0.1105
H 1.248579 -1.355533 -1.336937 0.1722 0.1963 0.0342
```
Forces are in eV/Å.

* orbital gap (spin up / spin down): 7.686 / 7.747 eV
* max |F|: 15.1 eV Å⁻¹
* DFT total energy: -541.22442 Ha
* spin multiplicity: 3
* total charge: 0
* energy above the lowest of the compared OMol25 structures with the same formula, charge and spin: 3.037 eV

***

Record 3
# C5H10O3S

A single C5H10O3S molecule (ωB97M-V with the def2-TZVPD basis set, OMol25).

XYZ file:
```
19
Properties=species:S:1:pos:R:3:forces:R:3
S -0.900863 -2.041695 -0.791637 -1.1876 -1.9143 -4.8531
O -2.179494 -0.927162 -0.516055 1.9536 -0.1367 0.8591
O 0.602566 -1.259599 -1.000977 -1.8863 0.4326 1.3079
O -1.225482 -2.617237 -2.225093 1.3218 2.5324 5.5374
C 0.295113 1.106546 -0.161384 -0.1407 0.1034 -0.6835
C -1.987837 -0.172920 0.731800 -0.5036 2.4533 0.7695
C -1.279208 1.270268 0.307455 0.0803 -0.2469 -0.5837
C 0.936414 -0.374636 0.125131 2.3369 2.1012 0.0756
C 2.595019 -0.170475 0.063073 -1.2772 -0.2144 -0.3964
H -1.419854 -0.744588 1.579730 -0.9368 0.8435 -1.8103
H 3.076957 -1.120168 0.550651 -0.6269 2.0535 -1.0210
H 2.896457 -0.049932 -1.071885 -0.5343 -0.3686 2.3859
H 0.333251 1.265766 -1.343843 0.0317 -0.5365 2.5880
H -1.873078 1.623294 -0.665376 1.1072 -0.6299 2.4040
H 0.987348 1.974389 0.275530 -1.6419 -2.0679 -0.6646
H 0.721872 -0.815953 1.187653 -0.0319 0.6698 -2.1371
H -1.354579 2.088583 1.156024 -0.0419 -1.8509 -1.6706
H 2.823727 0.835228 0.616378 -0.1707 -2.1948 -0.8703
H -3.048329 0.130292 1.182826 2.1483 -1.0289 -1.2370
```
Forces are in eV/Å.

* orbital gap: 10.681 eV
* max |F|: 6.2 eV Å⁻¹
* DFT total energy: -820.27776 Ha
* spin multiplicity: 1
* total charge: 0
* energy above the lowest of the compared OMol25 structures with the same formula, charge and spin: 3.963 eV

***

Record 4
# C5H10O3S

A single C5H10O3S molecule (ωB97M-V with the def2-TZVPD basis set, OMol25).

XYZ file:
```
19
Properties=species:S:1:pos:R:3:forces:R:3
S 0.165542 -1.317110 2.615562 -4.0377 2.2195 3.3774
O -0.348930 -2.468419 3.269317 0.4168 -2.4583 1.0820
O 1.368406 0.666432 0.987820 0.7690 0.3379 -1.8463
O 0.916957 -0.282630 3.267924 1.9637 0.1259 1.2183
C 0.689927 -0.328755 0.247618 0.9367 0.0962 0.0874
C 1.555612 -0.666032 -0.988835 -0.2413 1.4681 -0.9890
C -1.377011 0.899729 1.070188 -1.1726 -2.1529 -2.3280
C 0.542553 -1.617110 1.062646 -2.1921 -0.6936 -4.4759
C -0.686305 0.332737 -0.223280 2.1687 1.3859 3.8463
H -1.546490 -0.002784 1.633478 0.2525 -0.0869 0.9425
H 2.284992 0.202973 -1.106007 -0.7368 -1.4019 0.1474
H -0.380821 1.068180 -0.918178 0.1897 0.9255 -0.7482
H 2.035866 -1.655711 -0.990954 -0.0337 0.5713 0.1640
H 0.852824 -0.596715 -1.845960 0.6624 -0.3389 0.1410
H 1.237272 0.567974 1.923606 0.0257 0.0987 0.7834
H -1.225173 -0.383202 -0.669363 -2.3010 -2.5662 -1.8122
H -2.418835 1.196202 0.970955 0.1633 0.8046 -0.5766
H -0.432049 -2.222650 0.768055 2.5331 0.5496 0.0208
H -0.745112 1.589584 1.528121 0.6336 1.1157 0.9655
```
Forces are in eV/Å.

* orbital gap (spin up / spin down): 8.406 / 7.300 eV
* max |F|: 5.7 eV Å⁻¹
* DFT total energy: -820.20344 Ha
* spin multiplicity: 3
* total charge: 0
* energy above the lowest of the compared OMol25 structures with the same formula, charge and spin: 0.476 eV